3 unconnected molecules or ions with the total composition C4H4N2, computed with the ωB97M-V functional and the def2-TZVPD basis.

Geometry (Å):
C 1.561 1.172 -0.014
C 2.143 0.138 -0.205
N 0.553 -2.393 -0.102
N -0.490 -2.374 0.255
C -2.155 0.062 0.187
C -1.628 1.116 -0.047
H 1.067 2.099 0.163
H 2.646 -0.788 -0.372
H -2.607 -0.883 0.384
H -1.187 2.062 -0.260

Output
HOMO energy (Eh): -0.381
SMILES string: C#C.C#C.N#N
Max |F| (eV/Å): 2.01
DFT total energy (eV): -7189.2109
Lowest unoccupied orbital energy (eV): 1.3
Kohn-Sham gap (eV): 11.662
ΔE to the lowest compared entry with this formula, charge and spin (eV): 3.478